Record 1
Below is one molecule with the formula C6H9N, with properties calculated with wB97M-V/def2-TZVPD.

Results
2S+1 = 1
net charge = 0
largest force on an atom = 0.6 eV Å⁻¹
E_HOMO = -7.738 eV
LUMO energy = 1.052 eV
gap between HOMO and LUMO = 8.8 eV

Each line ends with the Löwdin charge.
Geometry (Å):
C1 -1.006 -1.721 0.277  -0.06
C2 0.108 -0.734 0.034  -0.26
C3 1.506 -0.968 -0.128  -0.06
C4 2.136 0.269 -0.165  -0.12
N1 1.155 1.221 -0.067  0.04
C5 -0.074 0.628 0.032  -0.31
C6 -1.315 1.436 -0.097  -0.03
H1 -0.739 -2.755 0.038  0.07
H2 -1.895 -1.466 -0.310  0.07
H3 -1.309 -1.707 1.333  0.08
H4 1.921 -1.957 -0.303  0.10
H5 3.162 0.626 -0.218  0.10
H6 1.298 2.212 0.029  0.15
H7 -2.191 0.807 0.072  0.07
H8 -1.381 1.836 -1.118  0.08
H9 -1.343 2.276 0.605  0.08


Record 2
Below is C31H25BrF4N2OPS4V as an isolated structure, with properties calculated with wB97M-V/def2-TZVPD.

Results
2S+1 = 2
net charge = +1
⟨S²⟩ = 0.7841
largest force on an atom = 0.3 eV Å⁻¹
E_HOMO (spin up / spin down) = -11.131 / -11.138 eV
LUMO energy (spin up / spin down) = -4.423 / -3.838 eV
gap between HOMO and LUMO (spin up / spin down) = 6.7 / 7.3 eV

Each line ends with the Löwdin charge.
Geometry (Å):
V1 0.201 -0.945 -1.577  0.15
C1 -4.488 2.558 1.053  -0.05
C2 -3.006 2.456 1.383  -0.18
N1 -2.494 1.077 1.238  -0.09
C3 -2.469 0.225 2.436  -0.23
C4 -3.705 -0.645 2.606  -0.05
C5 -2.125 0.624 0.049  -0.62
S1 -1.657 -1.050 -0.087  0.76
N2 -2.208 1.486 -0.988  0.15
C6 -1.474 1.419 -2.054  -0.35
O1 -0.442 0.627 -2.180  -0.20
C7 -1.774 2.273 -3.211  -0.14
C8 -0.964 2.207 -4.345  0.00
C9 -1.252 2.999 -5.443  -0.06
C10 -2.347 3.852 -5.414  -0.06
C11 -3.156 3.919 -4.285  -0.06
C12 -2.872 3.134 -3.184  -0.01
H1 -4.811 3.596 1.125  0.09
H2 -5.092 1.970 1.741  0.07
H3 -4.674 2.210 0.038  0.07
H4 -2.815 2.754 2.413  0.12
H5 -2.427 3.106 0.733  0.11
H6 -2.359 0.894 3.288  0.13
H7 -1.572 -0.395 2.384  0.06
H8 -4.603 -0.040 2.722  0.07
H9 -3.594 -1.256 3.503  0.08
H10 -3.840 -1.313 1.757  0.06
H11 -0.115 1.538 -4.361  0.12
H12 -0.626 2.949 -6.323  0.11
H13 -2.571 4.467 -6.275  0.11
H14 -4.009 4.584 -4.269  0.11
H15 -3.490 3.174 -2.298  0.11
F1 -0.870 -2.506 5.642  0.16
C13 -0.285 -2.289 4.480  -0.13
C14 0.617 -1.255 4.338  -0.14
F2 0.915 -0.485 5.372  0.16
C15 1.219 -1.031 3.108  -0.21
F3 2.111 -0.039 3.052  0.11
C16 0.928 -1.811 1.998  -0.31
P1 1.617 -1.527 0.331  0.98
C17 2.095 0.217 0.239  -0.39
C18 3.258 0.624 -0.419  -0.09
C19 3.488 1.972 -0.629  -0.04
C20 2.567 2.919 -0.194  -0.04
C21 1.416 2.521 0.470  -0.05
C22 1.178 1.172 0.687  -0.11
C23 3.076 -2.579 0.282  -0.37
C24 3.195 -3.617 -0.633  -0.11
C25 4.322 -4.426 -0.607  -0.05
C26 5.322 -4.192 0.325  -0.05
C27 5.202 -3.156 1.244  -0.06
C28 4.076 -2.350 1.230  -0.07
C29 0.050 -2.890 2.179  -0.60
Br1 -0.292 -4.104 0.788  0.89
C30 -0.559 -3.114 3.396  -0.26
F4 -1.409 -4.116 3.567  0.11
H16 3.970 -0.112 -0.768  0.11
H17 4.390 2.288 -1.135  0.12
H18 2.756 3.971 -0.361  0.12
H19 0.711 3.258 0.830  0.11
H20 0.300 0.863 1.243  0.09
H21 2.413 -3.800 -1.360  0.08
H22 4.416 -5.236 -1.317  0.12
H23 6.202 -4.821 0.338  0.11
H24 5.983 -2.979 1.971  0.11
H25 3.980 -1.543 1.947  0.11
S2 1.658 -3.622 -4.707  0.68
C31 1.156 -2.629 -3.550  -1.69
S3 2.076 -1.318 -2.819  0.61
S4 -0.417 -2.712 -2.736  0.59